{"formula": "C2H3NO2", "method": "the ωB97M-V functional and the def2-TZVPD basis", "species": ["C", "N", "O", "C", "O", "H", "H", "H"], "coordinates": [[0.775, 0.729, -0.105], [0.196, -0.602, -0.188], [-1.045, -0.802, -1.008], [-1.011, -0.929, 0.314], [-1.693, -1.278, 1.206], [1.874, 0.529, -0.329], [0.250, 1.422, -0.869], [0.654, 0.931, 0.978]], "lumo_energy_ev": 0.77, "total_energy_ev": -7704.5832, "smiles": "CN1OC1=O", "relative_energy_kcal_mol": 75.2}